# 1
119
Properties=species:S:1:pos:R:3:forces:R:3:lowdin_charge:R:1 method="wB97M-V/def2-TZVPD" spin_multiplicity=3 lumo_ev="-8.9 / -9.4" total_charge=+3 orbital_gap_ev="5.44 / 4.95"
C -5.7498 1.0400 -3.1416 0.26 -1.21 -0.31 -0.209
C 3.2309 -1.3698 -0.6019 0.72 -0.95 0.46 -0.404
H -0.1952 -4.6012 -1.4955 -0.05 -0.20 -0.11 0.152
N -2.8106 -4.8140 -1.6048 0.20 0.84 -0.92 -0.079
H -0.0219 5.3346 -1.5016 0.05 0.06 0.07 0.112
C -0.6614 3.2859 -1.3135 -0.96 -0.09 -0.79 -0.230
H -3.0161 2.7523 3.2925 -0.03 0.01 -0.01 0.101
C -7.6069 -0.3557 -3.6141 -0.04 0.10 0.03 -0.058
H -2.8060 0.0561 -3.6385 0.02 0.15 -0.18 0.156
H -0.3204 -0.8964 6.8811 0.07 -0.09 0.08 0.131
C 4.7901 1.4303 -0.1443 -0.18 -0.21 0.01 -0.372
C 0.4635 -2.5236 -1.1845 0.23 -0.85 -0.33 -0.085
H 7.0915 2.5817 -2.9798 0.05 0.02 -0.10 0.125
N 2.3094 -0.4415 -1.0360 0.30 0.11 -0.99 -0.269
C 0.0812 0.3053 2.5100 0.27 -0.59 1.12 -0.114
H -4.7262 -2.1644 -3.8322 -0.02 0.01 -0.04 0.081
H 1.4359 -2.4925 -1.6274 0.01 0.04 -0.02 0.111
O 0.2951 2.8616 -0.4018 -0.02 -0.93 -0.24 -0.265
H 4.8249 3.5223 -2.7816 -0.04 0.10 -0.03 0.123
O 2.3389 1.3436 0.8783 -1.73 -0.07 -0.58 -0.610
H 1.5797 4.4857 -0.2009 -0.07 -0.15 0.04 0.113
Br -1.8947 6.7433 -3.2204 -0.04 -0.34 0.14 0.843
C 5.2497 -3.1560 -0.0184 0.10 0.05 -0.12 -0.037
H 1.5481 -1.4021 5.7506 0.08 -0.01 0.03 0.096
H -3.0985 1.3599 2.2340 -0.03 -0.02 -0.12 0.095
H 6.3727 0.1133 0.4385 0.14 -0.15 0.08 0.123
N -1.4992 -3.1961 -0.5233 0.54 0.76 0.03 0.015
H 5.6801 3.9347 5.4745 0.06 0.10 0.08 0.124
C 5.5490 1.9994 4.5814 0.05 0.09 0.02 -0.039
H -2.0940 -0.1413 0.7478 -0.19 -0.19 -0.04 0.044
H 0.0873 4.5566 0.7761 0.01 -0.16 -0.12 0.126
H 1.0003 -0.2957 2.5193 -0.13 0.19 0.06 0.107
H 2.0676 -0.2870 4.4881 0.12 -0.02 0.00 0.087
C -2.6827 2.7207 -2.5346 0.65 0.07 0.25 -0.062
H -2.2020 -0.4433 8.2084 -0.01 -0.05 0.06 0.093
H -3.5672 -3.3635 -0.3095 0.24 -0.06 0.02 0.146
C 5.0610 1.2638 3.5162 -0.19 -0.16 -0.14 -0.083
C 2.5984 0.0180 -2.2523 0.24 -0.29 -0.06 -1.067
C -2.4854 1.0144 5.1389 0.11 0.03 -0.19 0.028
H 2.3199 -1.9678 1.2412 0.01 -0.03 0.15 0.105
C -2.4572 -3.2262 -4.9243 0.02 0.05 0.11 -0.076
H 1.2727 -1.8205 4.0751 0.06 -0.09 -0.08 0.091
C 5.3000 -2.4727 -1.2201 0.00 -0.05 0.02 -0.048
Mo 0.6760 0.6132 -0.3906 0.71 0.37 -1.24 1.781
C -0.0430 -0.3107 4.8600 -0.03 -0.03 0.00 -0.172
C 4.2792 -1.5817 -1.5142 -0.55 0.19 0.14 -0.431
N -5.0049 2.1481 -2.8453 0.64 0.89 0.30 0.208
H 3.6757 3.7785 1.7035 -0.08 0.10 -0.11 0.105
H -2.6375 -4.7078 0.4234 -0.01 0.18 -0.16 0.160
C -2.4239 1.9534 2.8519 0.02 0.16 -0.06 -0.008
C -0.7410 -0.3620 6.0434 0.06 0.00 -0.09 0.031
H 6.1072 -2.6374 -1.9141 0.14 -0.03 -0.10 0.128
C -2.6937 -4.0171 -0.4276 -0.83 -0.56 0.28 -0.041
C -0.6026 0.3954 3.7440 0.04 0.09 -0.32 -0.087
C 5.3212 3.3667 4.6316 0.09 -0.16 0.04 -0.028
H -2.2932 -2.3056 -5.4644 0.03 0.09 -0.08 0.110
O -0.2516 0.7734 1.3809 -0.49 0.17 0.19 -0.242
H -3.3116 -1.0469 -0.1705 -0.07 0.00 -0.02 0.102
C 0.8703 3.8989 0.3897 0.56 0.48 0.88 -0.029
H -8.6651 -0.5140 -3.7479 -0.12 0.05 0.02 0.116
C 4.3340 2.3811 -1.0384 -0.30 0.11 0.10 -0.100
C -7.1322 0.8920 -3.2649 0.28 0.01 -0.02 0.016
C -2.4364 -1.1374 0.4772 -0.02 0.16 0.16 0.012
O -1.4267 1.0152 -1.3367 0.66 0.27 0.42 -0.096
H -2.9606 -6.5345 -5.5975 -0.03 -0.15 -0.10 0.128
C -2.8764 -5.6273 -3.6446 0.19 1.63 0.46 -0.198
N -3.5867 0.4229 -3.1122 0.27 -0.07 0.29 0.128
C 1.2886 -0.9907 4.7802 0.05 -0.08 0.07 -0.024
H -3.7118 -0.2976 7.2915 -0.04 -0.04 0.00 0.110
S 3.7607 0.8342 1.2052 1.46 0.99 0.27 1.128
H 4.5063 5.0759 3.6334 -0.01 0.12 -0.01 0.122
H -2.2268 0.5324 -1.6458 0.12 -0.44 0.13 0.098
C 4.1883 -2.9867 0.8689 -0.16 0.09 0.01 -0.040
C -6.7439 -1.4347 -3.8130 0.29 0.01 -0.03 -0.057
H -1.6592 2.3865 2.2089 -0.15 0.05 0.04 0.074
H 7.8648 0.8597 -1.4024 0.11 -0.05 0.04 0.125
H 6.0432 -3.8414 0.2305 0.08 -0.12 0.00 0.124
C -1.5875 2.3355 -1.7518 -0.03 0.89 -0.24 -0.179
S 4.0445 -0.6127 -2.9625 -0.56 0.08 0.56 1.164
C -1.8215 4.9646 -2.5848 0.01 0.06 0.04 -0.640
C 6.0513 0.8663 -0.2641 -0.07 -0.01 0.07 -0.074
H 5.2250 0.1989 3.4478 0.01 -0.17 0.13 0.111
C 6.8789 1.2831 -1.2937 -0.02 0.03 0.08 -0.038
N -3.0184 -6.6213 -2.7212 -0.19 -1.32 -0.67 0.095
C -3.7591 1.7947 -2.8653 -0.82 -0.10 -0.14 -0.268
H -2.7494 -1.6552 1.3845 -0.04 0.02 0.02 0.113
C -2.8075 4.0530 -2.9241 0.34 0.10 0.04 -0.026
C -2.7270 -4.4201 -2.9163 -0.15 -0.56 -0.42 -0.174
H -3.6661 4.3523 -3.5036 -0.07 -0.02 -0.07 0.128
N -2.9713 -6.1540 -1.5655 -0.02 -0.49 1.61 0.069
C -1.8291 1.1064 3.9315 -0.18 0.06 0.02 -0.159
C -2.7348 0.1518 7.4739 -0.11 0.00 0.25 -0.007
C -0.3519 -3.6041 -1.1391 0.73 0.38 -0.13 0.001
C 3.1710 -2.0979 0.5856 -0.05 -0.05 -0.31 -0.068
H -2.3520 -2.2926 -2.9841 0.00 0.12 0.01 0.090
N -0.1507 -1.4495 -0.5781 0.03 0.65 0.26 -0.002
C -2.4958 -3.2065 -3.5453 0.09 0.13 -0.03 -0.063
C -5.3701 -1.3126 -3.6728 -0.02 -0.21 -0.11 -0.015
C 4.6502 4.0079 3.6003 -0.07 0.00 -0.13 -0.035
C 4.1748 3.2833 2.5209 -0.14 0.15 -0.05 -0.059
C 5.1673 2.7876 -2.0692 0.02 0.04 0.03 -0.048
C -1.9816 0.2638 6.2068 0.24 0.04 -0.44 -0.194
H 3.3321 2.7851 -0.9393 0.08 0.02 -0.04 0.089
S 1.4423 1.1164 -2.8254 -0.58 0.25 0.53 0.753
H -7.1539 -2.3893 -4.1022 -0.05 -0.11 0.01 0.114
H -3.4169 1.5448 5.2715 -0.10 0.08 -0.01 0.139
H 6.1013 1.5047 5.3649 0.04 -0.02 0.08 0.123
C -0.7577 4.5935 -1.7649 0.01 -0.13 0.00 -0.041
C -2.6345 -4.4082 -5.6539 0.01 -0.10 -0.12 -0.054
C 4.3575 1.9128 2.5108 -0.24 -0.50 -0.14 -0.367
C -2.8394 -5.6235 -5.0375 0.00 0.01 0.17 0.026
H 1.3857 3.4139 1.2212 -0.11 0.10 -0.23 0.078
H -2.9263 1.1380 7.8968 0.00 0.08 0.01 0.110
H -7.7870 1.7339 -3.1085 -0.08 0.08 0.01 0.123
C -1.3547 -1.8951 -0.1991 -0.74 -0.09 0.31 -0.307
C -4.8812 -0.0594 -3.3468 -0.89 0.27 0.22 -0.179
H -2.5964 -4.3569 -6.7301 -0.01 -0.03 -0.12 0.116
C 6.4396 2.2496 -2.1871 -0.04 0.00 -0.02 -0.039
H 4.1611 -3.5691 1.7764 -0.01 -0.03 0.10 0.121

=====

# 2
67
Properties=species:S:1:pos:R:3:forces:R:3:lowdin_charge:R:1 method="wB97M-V/def2-TZVPD" spin_multiplicity=5 lumo_ev="-2.2 / -5.3" total_charge=+1 orbital_gap_ev="8.81 / 5.93"
C -0.3848 -3.8500 -3.6523 -0.05 0.01 0.03 -0.050
C 2.1642 1.0893 2.5087 0.05 0.13 -0.02 -0.207
O -1.0834 -1.6612 0.6364 -0.07 0.08 -0.07 -0.326
H 1.5968 -3.2278 -3.0659 0.00 0.02 -0.02 0.118
H 1.4033 -2.3910 3.4881 -0.01 0.00 -0.01 0.035
N -1.3409 -0.4259 -1.5746 0.43 -0.23 -0.11 -0.197
H 3.7644 2.3403 -2.0452 -0.02 0.03 -0.02 0.054
H -3.4932 -2.4307 0.5551 0.01 0.00 0.00 0.115
O -0.8916 0.8024 0.4371 0.01 -0.09 0.07 -0.371
C 5.3181 0.2062 -2.8726 0.14 0.00 0.09 -0.244
C -1.7368 -3.5393 -3.5417 0.03 -0.01 0.00 -0.042
H 4.8046 -0.0716 3.7830 0.02 -0.03 0.01 0.039
H 5.9954 0.8322 -3.4528 0.02 -0.01 0.01 0.068
H -5.9407 -2.2763 0.8949 0.00 0.00 0.00 0.120
C 1.8567 2.8551 0.3868 0.11 -0.01 -0.12 -0.133
S -1.5452 -0.4369 0.0217 -0.08 -0.17 0.22 0.540
C 1.9404 3.3537 1.6848 0.03 0.02 -0.01 -0.011
C 4.0553 -0.8652 3.8212 0.18 -0.09 0.01 -0.175
H -7.8883 0.8916 0.6248 0.00 0.00 0.00 0.079
H 3.0549 1.4918 5.6927 -0.02 0.01 -0.01 0.041
C 2.0711 0.7042 1.1675 0.09 -0.05 -0.17 -0.691
C -1.1384 -1.6648 -2.2195 -0.11 0.20 0.10 -0.442
S 3.6644 0.4486 -3.4693 -0.39 -0.13 -0.15 0.859
C 2.0851 2.4681 2.7355 -0.07 -0.05 0.00 -0.040
H -7.6943 -0.0983 2.0684 0.01 0.00 0.00 0.090
H 1.7347 3.5193 -0.4615 -0.04 0.00 0.01 0.101
Cl -0.3310 2.5932 -2.4112 0.03 0.07 -0.08 0.568
H 5.3425 0.4667 -1.8148 0.05 -0.01 -0.01 0.067
H -3.1655 -2.1335 -2.7240 0.00 -0.01 -0.01 0.120
H -1.0238 2.6193 -4.6557 -0.03 -0.01 -0.01 0.032
H 2.4608 2.4424 -3.2708 0.01 0.03 0.00 0.010
H 1.2925 1.4849 5.5086 -0.01 -0.03 0.03 0.040
N 0.1543 -1.9726 -2.3079 0.08 0.12 -0.17 0.028
C -0.9105 1.8408 -3.9122 -0.02 -0.01 0.04 -0.945
C -7.4816 -0.0468 0.9988 0.03 0.00 -0.01 -0.042
C 2.1855 0.8560 5.5123 0.00 0.08 0.10 -0.181
H 4.1645 -1.4862 2.9301 0.00 0.02 0.02 0.019
C -3.2587 -0.3087 0.3458 -0.11 0.11 -0.03 -0.293
C -2.1289 -2.4263 -2.8193 -0.05 -0.08 0.02 0.002
C -6.0012 -0.1378 0.7496 -0.04 0.00 0.01 -0.259
Rh 0.8785 0.0186 -1.3301 0.16 0.11 -0.08 0.882
Cl 0.2402 0.6416 -4.5179 -0.02 0.06 -0.06 0.575
C -5.2385 1.0117 0.5551 0.01 0.03 0.01 -0.028
H 1.8747 4.4194 1.8550 0.00 0.00 -0.01 0.118
C 0.5325 -3.0342 -3.0192 0.05 -0.04 0.11 -0.109
C -5.3602 -1.3751 0.7379 0.00 -0.02 0.00 -0.027
S 2.0669 -0.9547 0.6695 -0.19 -0.04 0.09 0.899
H -5.7243 1.9798 0.5678 0.00 0.00 0.00 0.117
H -8.0138 -0.8685 0.5206 0.01 0.00 0.00 0.082
H 5.5679 -0.8423 -3.0171 0.01 0.00 0.02 0.063
C 3.5020 2.1793 -3.0909 0.01 0.12 0.07 -0.256
H 2.0966 0.1744 6.3611 0.02 0.02 0.02 0.041
C 1.0143 -1.4450 3.8675 -0.13 -0.03 -0.04 -0.174
H -0.0493 -4.7056 -4.2199 0.00 0.00 0.00 0.109
H -3.2787 1.8309 0.2050 0.01 0.00 0.00 0.113
H 4.1493 2.7499 -3.7561 0.00 0.01 0.01 0.070
H 0.1829 -1.1499 3.2225 0.01 -0.01 0.02 0.025
H -1.8395 1.3339 -3.6816 0.01 -0.01 0.02 0.025
Si 2.3489 -0.1483 3.9550 -0.05 0.06 -0.08 0.504
N 1.9141 1.5625 0.1232 -0.22 -0.07 0.27 -0.046
C -3.8709 0.9374 0.3507 -0.03 -0.07 -0.02 -0.046
H 2.1251 2.8500 3.7480 0.02 0.00 -0.01 0.105
C -3.9931 -1.4717 0.5414 -0.03 0.05 0.03 -0.049
H 0.6114 -1.6230 4.8669 0.00 -0.03 -0.01 0.038
H 4.2727 -1.4894 4.6912 0.01 0.00 -0.01 0.043
H -2.4784 -4.1583 -4.0295 0.00 0.00 0.00 0.115
O 2.7978 -0.2788 -2.4572 0.12 -0.04 -0.03 -0.686

=====

# 3
74
Properties=species:S:1:pos:R:3:forces:R:3:lowdin_charge:R:1 method="wB97M-V/def2-TZVPD" spin_multiplicity=1 lumo_ev=-0.4 orbital_gap_ev=7.02
O -4.0370 10.6151 -19.3851 0.48 -3.32 -4.74 -0.144
H -4.4953 12.0303 -16.8362 -1.17 1.13 0.60 -0.138
O -2.2596 10.6343 -15.7957 2.97 -1.22 -1.28 -0.188
C -1.7608 4.7236 -15.3709 -0.51 0.60 0.77 -0.094
H -2.6067 4.2657 -14.8582 0.27 -0.63 -0.25 0.076
H 0.7544 5.2878 -15.7031 -0.44 -0.04 -0.57 0.122
H -1.9924 11.7687 -19.5823 2.14 -1.83 0.49 -0.235
H -3.0559 6.7352 -12.5347 0.73 0.08 -0.05 0.092
H -3.6777 11.3718 -19.8541 -1.01 -0.29 -0.77 0.009
H -4.2568 11.0721 -18.2297 -0.17 -2.16 -0.59 -0.082
H 1.0802 5.2608 -14.0537 0.27 0.65 0.35 0.118
C -4.6149 11.1720 -15.1484 -1.07 -0.24 0.47 -0.066
H -2.9131 11.3370 -15.7684 0.86 0.81 0.23 -0.100
H -4.2127 6.9576 -13.7690 0.05 0.76 -0.32 0.081
H -0.4832 9.4365 -15.7817 0.98 1.42 -0.95 0.044
C -3.1935 6.6061 -13.6083 -1.27 1.18 0.07 -0.033
H -3.9925 8.8396 -20.5409 -0.24 0.39 -0.17 0.103
O -0.8198 5.0183 -14.3388 -0.95 -1.28 -0.77 -0.176
H -0.8645 7.3792 -14.6163 2.26 -0.45 1.42 0.025
H -2.1976 5.6538 -15.7343 0.37 -0.15 -0.50 0.062
C -3.2391 7.9731 -16.3483 -1.38 0.82 -1.73 -0.121
O -4.5909 7.3991 -16.1463 0.82 0.91 0.84 -0.195
H -3.7151 12.1704 -18.0508 1.22 2.88 -1.33 0.045
C -6.1820 11.1998 -18.3257 0.36 1.51 -0.87 -0.016
H -0.5331 10.1096 -18.9831 -0.46 -0.30 -0.16 -0.053
C -2.1380 10.5581 -17.2253 0.65 0.85 2.32 -0.096
H -5.6514 11.5021 -15.0792 -0.01 -0.01 0.38 0.105
H -3.3936 5.5506 -13.7927 1.17 0.10 -0.37 0.068
H 0.9109 7.5860 -14.0754 0.05 0.42 0.18 0.125
H -2.5024 13.2483 -17.8241 1.05 0.33 -0.95 0.130
C -5.4410 7.5475 -17.2706 0.94 -1.05 0.41 -0.094
O -1.2107 11.2159 -19.5115 6.07 -1.54 0.04 -0.215
H -0.8821 9.1437 -21.0868 0.50 0.26 -0.92 0.063
C 0.4747 9.1366 -16.2066 -0.10 -1.11 1.89 -0.085
O 0.3707 7.7207 -16.0699 1.92 -0.40 -2.50 -0.178
H -1.9629 11.6072 -17.4640 0.57 -0.90 -0.44 0.088
H -4.8273 7.4551 -18.1668 -0.13 0.30 -0.40 0.081
C 0.0121 9.0362 -20.4729 -0.26 -0.41 0.67 -0.137
H -1.6218 9.0528 -15.2470 -1.27 -0.98 0.49 0.087
H 0.1124 12.3246 -20.5289 -0.02 1.04 -0.15 0.095
H -6.9891 11.7571 -17.8502 0.16 -0.28 0.45 0.103
H -2.7273 7.1938 -16.9129 0.73 0.08 0.40 0.135
C -3.2086 12.9618 -18.6033 -1.67 2.27 3.56 -0.054
C 0.1924 7.1700 -14.7816 1.15 0.40 -0.20 -0.179
C -3.3460 9.5113 -19.9761 0.12 -1.49 1.33 -0.023
H -1.4069 4.1041 -16.1950 0.38 -0.09 0.15 0.094
C -2.5558 8.5129 -15.0912 -1.96 -2.76 -0.50 -0.160
H 0.4159 8.0384 -20.6441 -0.03 -0.09 0.16 0.087
O -0.4327 9.1698 -19.1512 1.76 -3.32 0.54 -0.185
H -0.2636 12.9191 -18.8127 0.15 0.34 -0.15 0.098
H -4.1302 11.0914 -14.1755 -0.01 0.94 0.11 0.109
H -3.3633 8.7908 -17.0582 -0.26 -0.39 0.24 0.069
H -6.4626 10.1710 -18.5516 0.20 0.08 0.21 0.088
C 0.3492 5.6544 -14.7599 0.83 0.09 -0.08 -0.190
H -2.4320 9.7643 -20.5133 -0.61 0.35 -0.05 0.069
O -2.8151 12.3966 -19.7770 -4.52 8.20 -3.94 0.056
H -3.3285 9.0926 -14.5861 0.63 -0.12 0.56 0.117
H 1.2264 9.5749 -15.5502 0.42 -0.17 0.37 0.090
H -4.6039 10.1156 -15.4166 -0.31 0.10 -0.81 0.076
H 0.8369 11.5995 -19.2286 -0.16 -0.39 0.66 0.096
H 0.8182 9.7441 -20.6658 -0.13 0.19 -0.57 0.080
H 0.7497 9.4452 -17.2152 -0.61 -0.48 0.04 0.083
O -4.9492 11.3608 -17.6306 -8.81 -3.18 -0.83 -0.175
O -2.2131 7.3287 -14.4223 -3.92 -2.05 3.20 -0.256
H -3.0787 10.2199 -17.6597 1.00 0.07 0.22 0.064
H -3.8342 13.8351 -18.7876 -0.32 -0.18 0.00 0.139
H -2.5096 13.0939 -20.3618 0.16 0.15 -0.65 0.195
H -6.0644 6.6536 -17.2506 -0.44 0.26 -0.08 0.090
H -6.0264 8.4668 -17.2587 0.03 0.08 0.02 0.070
H -3.0131 8.9745 -19.0878 0.31 -0.58 -0.52 0.078
H -1.3129 9.8915 -17.4764 -0.67 0.32 0.10 0.080
O -3.9245 12.0062 -16.0647 0.87 4.01 6.78 -0.119
C -0.1063 12.0794 -19.4896 0.38 -0.19 -0.91 -0.090
H -5.9392 11.7449 -19.2379 -1.10 -0.29 -0.61 0.093